The following is a quantum chemistry calculation of a 5-piece molecular cluster, C24H29N5O8 overall, from OMol25.

Each line ends with the Mulliken charge.
CARTESIAN COORDINATES (ANGSTROEM)
O (-8.31, -0.02, 1.92)  -0.5378
N (-8.20, 0.68, 2.88)  0.9265
O (-8.91, 0.71, 3.92)  -0.5809
C (-6.94, 1.46, 3.01)  -0.0483
C (-5.81, 1.33, 2.01)  -0.1084
C (-4.53, 2.03, 2.18)  -0.0470
C (-4.10, 2.52, 3.53)  -0.5430
C (-5.12, 2.68, 4.50)  -0.4064
C (-6.53, 2.15, 4.39)  -0.4753
H (-5.74, 0.73, 1.06)  0.4663
H (-3.67, 2.02, 1.46)  0.0703
H (-3.08, 2.73, 3.61)  0.4930
H (-4.69, 3.22, 5.30)  0.3616
H (-7.23, 2.07, 5.18)  0.4682
O (-1.80, 1.40, -0.10)  -0.5485
N (-1.71, 0.44, -0.94)  0.9125
O (-2.78, -0.24, -1.04)  -0.5747
C (-0.39, 0.16, -1.50)  0.2261
C (-0.37, -0.87, -2.68)  -0.5302
C (1.04, -1.38, -3.14)  -0.3398
C (2.32, -0.75, -2.53)  -0.3363
C (2.27, 0.25, -1.53)  -0.2350
C (0.95, 0.96, -1.13)  -0.7985
H (-1.22, -1.40, -3.03)  0.4403
H (1.21, -2.20, -3.80)  0.4046
H (3.15, -1.18, -2.63)  0.2826
H (3.20, 0.57, -1.31)  0.6121
H (0.88, 1.64, -0.36)  0.4845
O (5.05, -7.01, -4.06)  -0.5195
N (5.44, -7.05, -2.85)  0.8374
O (5.48, -8.08, -2.22)  -0.5227
C (6.00, -5.77, -2.31)  0.2357
C (7.20, -5.75, -1.32)  -0.5626
C (7.67, -4.39, -0.69)  -0.6121
C (6.91, -3.21, -1.22)  -0.9735
C (5.85, -3.27, -2.13)  -0.0279
C (5.35, -4.41, -2.79)  -0.1858
H (7.77, -6.51, -1.03)  0.5051
H (8.34, -4.45, 0.03)  0.5567
H (7.26, -2.40, -1.02)  0.7662
H (5.36, -2.29, -2.33)  0.2301
H (4.34, -4.37, -3.48)  0.2429
C (-6.45, 3.46, -1.15)  -0.8486
N (-5.34, 3.64, -2.15)  0.0906
C (-5.69, 4.44, -3.36)  -0.9475
C (-4.18, 3.04, -1.86)  0.6309
O (-3.28, 2.87, -2.74)  -0.6851
H (-7.17, 3.04, -1.88)  0.5020
H (-6.80, 4.31, -0.67)  0.2668
H (-6.28, 2.60, -0.45)  0.0955
H (-5.52, 3.82, -4.25)  0.2701
H (-5.15, 5.24, -3.46)  0.4312
H (-6.67, 4.96, -2.99)  0.3512
H (-4.13, 2.48, -0.97)  -0.1755
C (5.58, 1.22, 2.87)  -0.8164
N (4.59, 0.27, 3.06)  0.0807
C (4.03, -0.41, 1.85)  -0.5072
C (4.01, -0.08, 4.20)  0.1637
O (3.07, -0.82, 4.26)  -0.5579
H (5.24, 2.10, 2.29)  0.2803
H (6.27, 0.81, 2.30)  0.3553
H (6.00, 1.49, 3.93)  0.2558
H (3.49, 0.58, 1.38)  0.1394
H (3.33, -1.42, 1.97)  0.2609
H (4.67, -0.88, 1.00)  0.0831
H (4.42, 0.52, 4.98)  0.2723

As for the net charge: 0. The calculation puts the relative energy (zero: lowest compared OMol25 entry of this formula, charge and spin) at 12.233 eV. As for the SMILES: O=[N+]([O-])c1ccccc1.O=[N+]([O-])c1ccccc1.O=[N+]([O-])c1ccccc1.CN(C)C=O.CN(C)C=O. Its HOMO energy is -9.1 eV. Its HOMO-LUMO gap is 7.5932 eV. As for the total energy: -49165.3768 eV.